{
  "formula": "C5H7NO2",
  "method": "ωB97M-V with the def2-TZVPD basis set",
  "total_energy_ev": -10873.368,
  "orbital_gap_ha": 0.34168,
  "multiplicity": 1,
  "charge": 0,
  "e_above_lowest_ev": 10.250,
  "symbols": ["C", "C", "C", "C", "C", "H", "H", "H", "H", "H", "H", "H", "N", "O", "O"],
  "positions_angstrom": [[1.27627, -0.42149, 0.14510], [0.15701, -1.50741, 0.04156], [-1.80145, -0.09160, -0.36286], [-0.57755, 0.88410, -0.32612], [0.37560, 0.77854, 0.69424], [0.05023, -1.82603, -1.10870], [0.56165, -2.55538, 0.42918], [-1.03505, -0.65451, 1.55561], [-3.13055, -0.02533, 0.04780], [-1.80798, -0.13984, -1.76886], [-0.20156, 0.64946, -1.28952], [0.18876, 0.64395, 1.96212], [-1.22653, -1.34286, 0.28400], [2.33564, -0.17591, -0.40353], [-0.16302, 2.10777, 0.03263]],
  "forces_ev_per_a": [[-0.1, 4.5, -1.1], [2.7, -5.1, -3.8], [-3.2, -0.6, -2.5], [-3.4, -1.6, -1.1], [1.0, -0.4, 4.1], [1.2, 0.8, 1.7], [-0.9, 2.3, -0.2], [-1.4, -2.8, -3.8], [4.6, 0.3, -1.2], [-0.7, -0.8, 4.3], [1.0, -0.2, -0.9], [-0.1, 0.9, -3.9], [-0.9, 4.6, 5.2], [-1.5, -2.3, 1.0], [1.7, 0.5, 2.2]]
}